The following is a DFT calculation (wB97M-V/def2-TZVPD) of a cluster of 2 separate species, C5H12N in total.

## Properties
Total charge: +1
Relative energy (zero: lowest compared OMol25 entry of this formula, charge and spin), eV: 2.0370
HOMO, eV: -13.1
Frontier orbital gap, Eh: 0.2947

The geometry in XYZ format:
```
18
Properties=species:S:1:pos:R:3:forces:R:3
C 2.431496 -1.765764 0.512110 0.1 0.0 -0.2
C 1.108064 -2.044606 1.143935 -0.1 -0.1 0.2
C 0.335333 -1.123155 1.701784 -0.3 0.3 -0.1
H 2.631326 -2.420472 -0.337031 0.0 0.0 0.0
H 2.506662 -0.730455 0.178198 0.0 0.0 0.0
H 3.233853 -1.926463 1.234312 0.0 -0.1 0.0
H 0.781527 -3.080189 1.219962 0.2 0.0 -0.1
H -0.579058 -1.376912 2.221428 0.0 -0.1 0.1
H 0.594312 -0.067615 1.681506 0.2 0.0 0.1
C -1.396621 2.513415 -1.728723 -0.1 -0.3 -0.1
C -1.749009 0.712568 -0.111003 -0.2 0.2 -0.3
N -1.161886 1.188796 -1.132305 0.2 0.0 0.2
H -1.791621 2.384308 -2.733046 -0.1 0.0 0.0
H -0.442121 3.020941 -1.805119 0.1 0.1 0.1
H -2.099839 3.054542 -1.102924 0.1 0.1 0.0
H -2.567286 1.288275 0.313224 0.1 -0.1 0.2
H -1.415494 -0.244885 0.275527 -0.1 0.0 0.1
H -0.419640 0.617679 -1.531838 0.0 0.1 -0.1
```
Positions in Å, forces in eV/Å.

The following is a DFT calculation (wB97M-V/def2-TZVPD) of the molecule C3H5N in a non-equilibrium geometry.

## Properties
SMILES: C=CN=C
Relative energy (zero: lowest compared OMol25 entry of this formula, charge and spin), eV: 3.8742
HOMO (spin up / spin down), eV: -8.0 / -7.6
Frontier orbital gap (spin up / spin down), Eh: 0.2934 / 0.2768

The geometry in XYZ format:
```
9
Properties=species:S:1:pos:R:3:forces:R:3
C -1.537470 0.181073 0.014111 4.8 -4.8 0.0
C -0.311808 -0.931731 -0.038777 -5.0 7.5 1.1
N 0.943171 -0.572809 -0.155357 1.3 -0.4 -2.3
C 1.664740 0.455144 0.067782 -0.6 -1.2 -0.3
H -2.545015 -0.180810 0.159355 0.0 -0.3 -0.2
H -1.401633 1.075507 -0.520856 0.3 1.2 -0.3
H -0.778987 -1.841691 0.053285 0.2 -2.5 0.4
H 2.578058 0.776243 -0.463568 -0.5 -0.9 0.0
H 1.388943 1.039071 0.884024 -0.5 1.5 1.5
```
Positions in Å, forces in eV/Å.

The following is a DFT calculation (wB97M-V/def2-TZVPD) of a cluster of 2 separate species, C10H10Cl3N2S2 in total in a non-equilibrium geometry.

## Properties
Total charge: +1
HOMO, eV: -12.6
Frontier orbital gap, Eh: 0.2903

The geometry in XYZ format:
```
27
Properties=species:S:1:pos:R:3:forces:R:3
C -3.384486 1.524687 -0.951118 0.4 -0.4 0.0
C -2.595326 0.545834 -0.457501 -0.4 0.4 0.0
C -1.115538 0.463628 -0.711964 -0.8 -1.4 -1.3
S -0.416268 0.809847 0.906424 -0.2 1.1 0.5
N 1.208412 1.273010 0.712799 -0.4 -1.1 -0.2
C 1.881615 0.540561 -0.032942 0.2 0.6 -0.1
S 2.794536 -0.202622 -1.008357 0.1 -0.2 0.0
C -0.432011 -0.797267 1.743628 0.3 0.4 -0.4
C 0.114753 -0.817862 3.010981 0.0 -0.2 0.3
C 0.095152 -2.046096 3.662806 -0.1 0.2 -0.5
C -0.490083 -3.108292 2.993341 -0.1 -0.5 0.4
C -1.034789 -2.951807 1.727489 0.1 0.2 0.0
N -0.989486 -1.783680 1.082554 0.0 -0.2 0.1
H -4.076155 2.055981 -0.307072 -1.1 -1.0 -0.4
H -3.360694 1.775309 -2.008474 1.0 1.2 0.3
H -3.045882 -0.209262 0.183168 0.4 0.6 1.1
H -0.792269 1.227334 -1.418046 0.2 0.1 0.2
H -0.817996 -0.536678 -1.034519 0.4 0.1 0.1
H 0.530813 0.064455 3.478649 0.0 0.0 -0.1
H 0.522859 -2.163255 4.647451 0.0 0.0 0.0
H -0.544792 -4.078613 3.468595 0.0 0.0 0.0
H -1.513144 -3.778705 1.221402 0.0 0.0 -0.1
C 3.514652 2.380555 -4.091446 0.1 0.1 -0.1
Cl 1.998513 3.265210 -3.874720 0.0 0.0 0.1
Cl 3.390020 1.245742 -5.433494 0.0 0.0 0.0
Cl 4.858797 3.489617 -4.319716 0.0 0.0 0.0
H 3.698796 1.812372 -3.189919 0.0 0.0 0.0
```
Positions in Å, forces in eV/Å.

| no. | molecular weight (g/mol) |
| --- | --- |
| 1 | 86.16 |
| 2 | 55.08 |
| 3 | 328.70 |